Here is a structure of composition C41H98N12O17 at a distorted geometry from the Open Molecules 2025 dataset. Energies are from ωB97M-V/def2-TZVPD.

Last column: Löwdin charge in e.
Element x y z (Å)
C -15.10 1.91 -1.43  -0.015
C -14.51 0.79 -2.23  -0.470
O -13.27 0.63 -2.48  -0.028
N -15.48 -0.12 -2.65  -0.013
H -10.52 8.65 6.46  0.202
H -16.45 -0.10 -2.44  0.122
C -15.04 -1.21 -3.43  -0.110
H -14.89 1.86 -0.36  0.082
H -16.21 1.92 -1.54  0.093
H -14.67 2.85 -1.76  0.079
H -15.76 -1.41 -4.28  0.104
H -14.95 -2.21 -2.87  0.107
H -14.12 -0.89 -3.82  0.050
C -8.96 2.60 4.92  0.015
C -8.41 1.65 3.97  -0.422
O -8.02 1.78 2.88  0.203
N -8.31 0.15 4.52  0.080
H -8.74 -0.43 3.74  0.199
H -7.31 -0.14 4.70  0.107
C -9.12 -0.20 5.78  0.018
H -9.97 2.29 5.23  0.102
H -9.03 3.60 4.45  0.125
H -8.31 2.55 5.83  0.119
H -8.79 0.42 6.58  0.081
H -9.08 -1.23 6.02  0.094
H -10.14 0.07 5.44  0.109
C 7.08 9.21 3.17  0.034
C 8.23 8.39 3.61  -0.338
O 8.82 7.53 3.04  0.180
N 8.78 8.67 5.08  0.060
H 9.37 9.54 5.04  0.199
H 8.00 8.87 5.73  0.182
C 9.63 7.56 5.61  -0.011
H 7.35 9.94 2.40  0.122
H 6.50 9.68 3.94  0.089
H 6.37 8.50 2.71  0.120
H 10.22 7.82 6.52  0.124
H 10.24 7.14 4.76  0.115
H 8.85 6.78 5.86  0.124
C -3.70 -5.22 -3.35  0.023
C -4.32 -4.51 -4.53  -0.414
O -4.39 -3.35 -4.75  0.182
N -4.83 -5.45 -5.61  0.109
H -4.69 -6.44 -5.55  0.168
H -5.79 -5.23 -5.67  0.158
C -4.21 -5.24 -7.01  0.052
H -3.47 -4.54 -2.54  0.101
H -2.73 -5.59 -3.65  0.093
H -4.30 -6.03 -2.98  0.083
H -4.54 -4.35 -7.51  0.108
H -4.34 -6.12 -7.60  0.096
H -3.16 -5.20 -6.91  0.096
C 1.74 -13.55 4.00  0.044
C 2.96 -13.42 3.10  -0.325
O 4.10 -13.54 3.17  0.244
N 2.44 -13.06 1.60  0.059
H 2.46 -13.90 1.00  0.188
H 1.46 -12.78 1.75  0.148
C 3.17 -11.92 0.86  0.025
H 1.54 -12.59 4.43  0.101
H 1.88 -14.18 4.85  0.103
H 0.82 -13.89 3.50  0.105
H 2.78 -11.98 -0.17  0.112
H 4.26 -12.05 0.99  0.116
H 2.83 -11.04 1.32  0.079
C -7.56 4.69 10.46  0.053
C -7.07 5.85 9.52  -0.361
O -6.33 5.89 8.58  0.164
N -7.67 7.22 9.93  0.055
H -7.89 7.57 8.93  0.155
H -8.48 6.98 10.43  0.136
C -6.71 7.99 10.77  0.028
H -7.18 4.94 11.43  0.083
H -7.23 3.70 10.12  0.099
H -8.67 4.70 10.52  0.110
H -7.01 8.99 10.97  0.099
H -5.70 8.12 10.28  0.138
H -6.53 7.41 11.65  0.097
C 1.85 -3.43 1.83  -0.001
C 2.56 -2.17 2.24  -0.500
O 3.79 -2.08 2.17  -0.003
N 1.76 -1.09 2.50  0.030
H -3.49 -0.41 4.61  0.108
H 2.20 -0.24 2.81  0.133
C 0.29 -1.02 2.29  -0.073
H 1.92 -4.20 2.63  0.100
H 2.24 -3.94 0.91  0.102
H 0.80 -3.22 1.69  0.041
H -0.20 -1.60 3.08  0.089
H -0.05 -1.40 1.34  0.077
H 0.01 -0.01 2.41  0.073
C 1.44 3.63 -10.80  -0.073
C 2.34 4.34 -9.96  -0.342
C 3.68 3.82 -9.81  -0.141
C 4.75 4.26 -8.74  -0.138
C 5.26 3.13 -7.86  -0.186
C 4.42 2.00 -7.59  -0.261
N -6.57 11.15 -8.02  0.095
O -7.65 11.11 -7.87  0.071
C 4.81 0.56 -7.08  -0.010
C 3.17 2.14 -8.12  -0.083
C 1.66 5.48 -9.40  -0.053
H 1.70 2.55 -11.00  0.117
H 1.56 4.17 -11.76  0.117
H 0.33 3.76 -10.45  0.128
H 4.14 3.55 -10.77  0.152
H 3.38 2.76 -9.27  0.051
H 4.44 5.19 -8.11  0.143
H 5.53 4.83 -9.22  0.109
H 5.53 3.60 -6.90  0.141
H 6.28 2.77 -7.96  0.134
H 3.88 -0.03 -7.07  0.079
H 5.15 0.55 -6.12  0.011
H 5.48 0.12 -7.87  0.104
H 5.23 -0.61 -3.82  0.280
H 2.50 1.30 -8.15  0.082
H 2.48 2.84 -7.67  0.119
H 0.59 5.33 -9.15  0.100
H 1.43 6.09 -10.32  0.137
H 2.20 6.08 -8.70  0.076
C 7.24 -2.85 -4.53  -0.110
C 7.83 -3.65 -3.33  -0.210
C 7.18 -3.04 -2.02  -0.175
C 7.93 -3.38 -0.68  -0.058
N 7.16 -2.88 0.59  -0.221
C 8.02 -2.98 1.88  -0.068
C 8.07 -4.49 2.19  -0.110
C 6.89 -5.15 1.34  -0.150
C 6.07 -3.96 0.84  -0.076
C 6.59 -1.54 0.45  -0.195
C 7.53 -0.34 0.36  -0.233
C 6.68 0.90 0.09  -0.083
H 7.39 -3.33 -5.49  0.065
H 7.77 -1.84 -4.64  0.097
H 6.15 -2.60 -4.47  0.056
H 8.94 -3.74 -3.31  0.122
H 7.46 -4.70 -3.31  0.106
H 6.18 -3.53 -1.98  0.114
H 7.03 -1.97 -2.06  0.083
H 8.90 -2.94 -0.62  0.120
H 7.99 -4.47 -0.53  0.113
H 7.47 -2.34 2.63  0.152
H 9.05 -2.57 1.67  0.150
H 7.76 -4.70 3.22  0.113
H 9.04 -4.99 2.01  0.128
H 6.26 -5.79 1.92  0.100
H 7.27 -5.81 0.51  0.118
H 5.46 -3.57 1.69  0.121
H 5.58 -4.06 -0.13  0.126
H 6.01 -1.47 1.38  0.110
H 5.88 -1.45 -0.37  0.119
H 8.33 -0.46 -0.45  0.135
H 8.08 -0.27 1.32  0.110
H 6.33 0.84 -1.03  0.105
H 7.27 1.81 0.26  0.078
H 5.86 0.86 0.80  0.074
N -4.99 0.54 4.59  -0.481
O -3.64 0.49 4.36  0.149
O -5.58 -0.50 4.74  0.022
O -5.50 1.64 4.56  0.073
N 3.97 -0.41 -2.65  -0.514
O 3.58 -0.24 -1.54  0.096
O 4.69 0.47 -3.27  -0.013
O 4.29 -1.53 -3.17  -0.052
N -9.57 7.51 7.60  -0.457
O -9.31 6.38 7.89  0.115
O -9.37 8.54 8.22  0.099
O -10.26 7.66 6.45  0.161

The calculation puts the lowest unoccupied orbital energy at -8.48 eV. The value obtained for the HOMO energy is -9.365 eV. Its total energy is -96712.85193 eV. As for the charge: +6.

***

Here is a cluster of 10 separate species, C41H99N3O10 in total at a distorted geometry from the Open Molecules 2025 dataset. Energies are from ωB97M-V/def2-TZVPD.

Last column: Mulliken spin population.
Element x y z (Å)
C -19.72 4.67 0.74  0.126
C -21.14 5.03 1.12  0.089
O -21.26 4.64 2.46  -0.139
H -19.37 3.64 0.80  0.031
H -19.15 5.33 1.40  -0.051
H -19.41 5.08 -0.23  -0.038
H -21.84 4.52 0.47  0.031
H -21.32 6.09 0.92  0.098
H -22.09 4.98 2.81  0.001
C -20.52 7.41 -11.22  -0.063
C -21.44 7.10 -12.43  0.084
O -20.89 7.72 -13.58  -0.028
H -20.43 8.48 -11.01  0.014
H -19.46 7.23 -11.42  0.043
H -20.79 6.94 -10.28  0.011
H -22.32 7.67 -12.13  0.003
H -21.57 6.05 -12.68  -0.030
H -20.29 7.09 -13.98  0.005
C -25.86 7.26 -6.09  0.055
C -25.91 5.79 -6.49  0.101
O -24.58 5.44 -6.91  -0.253
H -25.71 7.76 -7.05  0.006
H -24.94 7.49 -5.56  0.025
H -26.73 7.64 -5.54  -0.027
H -26.67 5.67 -7.26  0.000
H -26.02 5.13 -5.63  -0.020
H -24.70 4.89 -7.69  0.090
C -22.22 13.17 -5.84  0.014
C -21.67 12.43 -4.56  0.086
O -20.37 13.00 -4.34  -0.019
H -23.22 12.75 -5.95  -0.001
H -21.57 12.98 -6.69  -0.002
H -22.40 14.22 -5.61  -0.002
H -21.70 11.36 -4.77  -0.016
H -22.27 12.57 -3.67  0.001
H -20.13 12.99 -3.41  0.005
C -22.57 9.49 -9.47  -0.029
C -23.22 10.57 -8.69  -0.020
O -24.09 11.38 -9.57  -0.022
H -22.15 9.90 -10.39  -0.003
H -23.22 8.69 -9.82  0.019
H -21.65 9.21 -8.96  0.014
H -22.51 11.23 -8.20  0.036
H -23.82 10.09 -7.91  0.019
H -24.58 11.94 -8.96  0.000
C -16.60 3.88 -8.81  0.160
C -16.45 4.18 -10.30  0.072
O -16.84 5.48 -10.66  -0.201
H -17.57 4.21 -8.46  0.209
H -15.88 4.35 -8.14  -0.196
H -16.62 2.80 -8.69  0.107
H -16.96 3.58 -11.05  -0.023
H -15.38 4.20 -10.51  0.017
H -16.88 6.01 -9.86  0.071
C -16.88 12.31 -7.79  -0.030
C -18.22 13.00 -8.06  0.008
O -19.42 12.20 -8.03  -0.036
H -16.62 11.86 -8.75  -0.053
H -17.04 11.46 -7.13  0.082
H -16.08 12.92 -7.36  0.007
H -18.22 13.46 -9.04  0.005
H -18.33 13.71 -7.23  0.005
H -19.50 11.99 -7.09  0.009
C -20.51 8.96 -5.46  0.058
C -20.33 7.43 -5.56  -1.131
C -18.79 7.10 -5.30  -0.011
C -18.41 5.65 -4.83  0.242
C -19.31 5.24 -3.66  -0.464
C -20.83 5.45 -3.91  -1.008
N -21.13 6.82 -4.44  0.501
O -22.48 7.07 -4.61  -0.064
C -21.25 4.23 -4.78  0.389
C -21.60 5.31 -2.57  0.130
C -20.71 6.87 -6.96  0.573
H -20.19 9.27 -4.47  0.087
H -21.56 9.25 -5.59  -0.004
H -19.86 9.36 -6.24  -0.005
H -18.39 7.18 -6.31  -0.233
H -18.34 7.89 -4.70  0.344
H -17.37 5.90 -4.60  -0.019
H -18.46 5.01 -5.71  0.231
H -19.01 5.66 -2.70  0.002
H -18.94 4.21 -3.63  0.303
H -21.11 3.28 -4.28  -0.050
H -22.30 4.30 -5.07  -0.028
H -20.69 4.24 -5.71  0.093
H -21.23 4.53 -1.90  0.072
H -21.46 6.19 -1.94  0.101
H -22.68 5.19 -2.62  -0.085
H -20.17 5.95 -7.15  0.114
H -20.55 7.50 -7.83  0.025
H -21.80 6.81 -7.00  -0.149
H -22.76 6.36 -5.18  0.015
C -15.57 12.49 -3.02  0.136
C -16.50 11.30 -2.68  -0.857
C -15.59 10.09 -2.12  0.383
C -16.34 9.02 -1.33  -0.457
C -16.85 9.68 -0.08  0.260
C -17.80 10.93 -0.34  -0.657
N -17.27 11.88 -1.45  0.249
O -18.14 12.86 -1.88  -0.017
C -19.15 10.13 -0.70  0.235
C -17.99 11.70 0.94  0.110
C -17.30 10.88 -3.95  0.357
H -16.04 13.47 -2.94  0.007
H -15.20 12.44 -4.05  0.021
H -14.72 12.44 -2.34  -0.009
H -14.91 9.66 -2.85  0.080
H -14.89 10.45 -1.36  -0.009
H -15.68 8.19 -1.07  -0.088
H -17.07 8.59 -2.01  0.250
H -15.94 10.10 0.35  -0.026
H -17.13 8.93 0.66  0.127
H -19.97 10.77 -1.02  0.027
H -19.01 9.40 -1.50  0.006
H -19.44 9.55 0.18  0.000
H -18.98 12.14 1.03  0.025
H -17.92 11.08 1.83  -0.006
H -17.19 12.44 1.05  -0.011
H -18.29 10.44 -3.78  0.086
H -16.83 10.04 -4.47  0.019
H -17.39 11.74 -4.61  -0.010
H -18.03 13.57 -1.25  -0.005
C -16.35 -1.63 -4.25  0.137
C -15.77 -0.29 -4.77  -0.558
C -16.82 0.40 -5.66  -0.089
C -17.97 1.10 -4.79  -0.033
C -17.28 2.07 -3.83  0.103
C -16.27 1.43 -2.90  -1.055
N -15.33 0.68 -3.75  0.500
O -14.22 0.36 -2.95  -0.038
C -15.63 2.58 -2.11  0.459
C -16.98 0.45 -1.96  0.235
C -14.55 -0.66 -5.64  0.097
H -17.32 -1.54 -3.77  0.023
H -15.69 -2.01 -3.47  -0.001
H -16.53 -2.35 -5.04  -0.015
H -16.35 1.07 -6.38  0.310
H -17.20 -0.43 -6.25  -0.111
H -18.56 0.31 -4.33  0.075
H -18.66 1.72 -5.37  0.074
H -18.11 2.51 -3.27  0.205
H -16.78 2.81 -4.45  0.020
H -16.40 3.27 -1.77  0.031
H -15.11 2.26 -1.20  0.077
H -14.88 3.03 -2.76  -0.159
H -17.85 -0.06 -2.37  0.027
H -16.27 -0.33 -1.68  -0.053
H -17.48 0.95 -1.13  0.037
H -13.76 -0.99 -4.97  0.034
H -14.05 0.16 -6.15  -0.030
H -14.64 -1.50 -6.33  -0.005
H -13.62 1.05 -3.25  -0.005

The calculation puts the energy above the lowest of the compared OMol25 structures with the same formula, charge and spin at 0.000 eV. As for the expectation value of S²: 0.75. The calculation puts the lowest unoccupied orbital energy (spin up / spin down) at 2.11 / 2.05 eV. The value obtained for the HOMO energy (spin up / spin down) is 0.603 / -6.263 eV. As for the multiplicity: 2. Its total energy is -69058.12583 eV. As for the charge: -1.